A cluster of 14 separate species, C96H204F12N10O8 in total in a non-equilibrium geometry. Source: the OMol25 dataset; level of theory: ωB97M-V/def2-TZVPD.

Each line ends with the Mulliken charge.
Cartesian coordinates (Å):
C: -7.8072 6.3813 3.8056  -1.4523
C: -6.6182 6.4545 2.8760  -0.0238
C: -5.3220 6.2770 3.7035  -1.0646
N: -4.0650 6.1889 2.9164  0.5810
C: -3.9110 7.4893 2.0684  -0.9704
C: -3.8753 4.9023 1.9979  0.0906
C: -3.1878 3.8048 2.9256  -0.2759
C: -2.7836 4.4856 4.1978  -0.7221
C: -2.8587 6.0131 3.8684  -0.3033
H: -7.7607 6.9073 4.7442  0.3683
H: -8.0326 5.3130 3.9389  0.3427
H: -8.7040 6.8061 3.3288  0.4008
H: -6.5510 7.4407 2.4333  0.3674
H: -6.7693 5.6908 2.0916  0.1773
H: -5.3652 5.4169 4.3254  0.4519
H: -5.2165 7.1542 4.4043  0.3998
H: -2.8810 7.4575 1.6467  0.1233
H: -4.0165 8.2422 2.8080  0.4512
H: -4.6906 7.4474 1.2902  0.4650
H: -3.2253 5.3241 1.1625  -0.6095
H: -4.7788 4.5152 1.5661  0.5766
H: -2.3814 3.3551 2.3699  0.2174
H: -4.0236 3.1076 3.1810  0.4185
H: -1.7657 4.2475 4.5360  0.2032
H: -3.4782 4.2387 4.9983  0.4768
H: -1.9392 6.2432 3.3347  -0.0661
H: -3.0003 6.7053 4.7186  0.4247
C: -2.2637 6.4283 -3.8895  -1.5295
C: -1.6916 7.8075 -3.6964  0.2176
C: -2.3700 8.3748 -2.5332  -1.6151
N: -2.2925 9.8604 -2.3653  0.6199
C: -0.8969 10.2040 -2.0437  -1.0638
C: -3.2307 10.3868 -1.3602  -0.3729
C: -4.2891 11.3392 -1.9914  -0.7946
C: -3.4630 11.8076 -3.2195  -0.5541
C: -2.8269 10.5768 -3.6952  -0.8982
H: -2.1835 5.8621 -2.9133  0.1817
H: -1.7603 5.8120 -4.5978  0.4871
H: -3.3333 6.4555 -4.1334  0.4015
H: -1.9062 8.4209 -4.5754  0.3050
H: -0.6657 7.7705 -3.4153  0.3019
H: -2.0276 7.9122 -1.5845  0.5388
H: -3.4180 8.1223 -2.4803  0.6054
H: -0.6622 9.8605 -1.0403  0.3944
H: -0.6589 11.2690 -2.0985  0.3573
H: -0.2171 9.7603 -2.7403  0.4117
H: -2.5668 10.7464 -0.5623  0.3983
H: -3.6914 9.4760 -0.9294  0.2261
H: -4.6111 12.0967 -1.2527  0.3502
H: -5.1184 10.7706 -2.3273  0.4102
H: -2.6518 12.4731 -2.8500  0.3217
H: -4.1998 12.2484 -3.9156  0.4091
H: -2.0074 10.7172 -4.3830  0.3093
H: -3.4266 9.7992 -4.1445  0.5269
C: 8.7384 -5.1966 -4.6366  -1.5288
C: 7.2676 -4.9867 -4.2688  0.4126
C: 6.5203 -4.5409 -5.4622  -0.9835
N: 5.0517 -4.1860 -5.1749  0.6570
C: 5.0854 -3.0031 -4.1501  -0.5652
C: 4.2239 -5.3707 -4.7415  -1.1322
C: 2.7811 -4.9169 -4.8751  1.0340
C: 2.8251 -4.1211 -6.2089  0.4664
C: 4.2841 -3.8011 -6.5261  -0.6957
H: 9.1858 -4.2546 -5.0380  0.3379
H: 8.8609 -5.9253 -5.4366  0.3766
H: 9.3901 -5.5298 -3.8286  0.4007
H: 7.2323 -4.2784 -3.4239  -0.0581
H: 6.8793 -5.9417 -3.9487  0.3110
H: 6.4638 -5.3064 -6.2320  0.5203
H: 6.9195 -3.6338 -5.9573  0.4203
H: 5.3406 -3.3893 -3.1751  -0.1460
H: 4.1318 -2.4677 -3.9506  -0.2739
H: 5.8323 -2.2914 -4.5090  0.5500
H: 4.4175 -5.6519 -3.7280  0.4828
H: 4.5124 -6.1762 -5.4072  0.4361
H: 2.4661 -4.2555 -4.0814  -0.7449
H: 2.0558 -5.7493 -4.9227  0.1357
H: 2.2331 -3.2493 -5.9305  -0.8320
H: 2.2536 -4.4783 -7.0806  0.4993
H: 4.5891 -2.7513 -6.6967  0.4727
H: 4.7526 -4.3766 -7.3284  0.3397
C: -1.7490 2.4887 -4.5676  -1.9973
C: -0.2342 2.1712 -4.5479  1.0130
C: 0.1999 1.8396 -5.9673  -1.3444
N: 1.6843 1.4246 -6.2193  0.8442
C: 2.5405 2.2144 -5.3330  -0.9364
C: 1.9012 1.7167 -7.6872  -0.5178
C: 1.4591 0.4473 -8.4140  -0.8960
C: 1.6061 -0.6991 -7.3849  -0.4129
C: 1.9804 0.0245 -6.1191  -0.3727
H: -1.9257 3.2789 -5.2620  0.4195
H: -2.1574 2.8134 -3.6360  0.5348
H: -2.2314 1.6286 -4.9785  0.3035
H: -0.0443 1.4020 -3.8180  -0.3234
H: 0.3555 3.0299 -4.2014  0.3982
H: -0.0591 2.6792 -6.5661  0.4924
H: -0.3898 0.9512 -6.2527  0.5028
H: 3.5646 1.8619 -5.3381  0.4913
H: 2.1650 2.0744 -4.3246  0.0158
H: 2.4750 3.2510 -5.5951  0.4496
H: 3.0413 1.7346 -7.7752  0.4449
H: 1.4601 2.6863 -7.9202  0.3942
H: 2.1792 0.4314 -9.2238  0.3757
H: 0.5203 0.5119 -8.9803  0.3134
H: 2.3714 -1.4289 -7.5766  0.5212
H: 0.6592 -1.2047 -7.1827  -0.0580
H: 3.0509 -0.0799 -5.9867  0.2718
H: 1.4561 -0.3240 -5.2225  0.2245
C: 7.9786 -5.5081 3.7939  -1.4821
C: 6.5439 -5.4298 3.2374  -0.0775
C: 6.4376 -3.9164 2.8964  -1.1044
N: 5.0692 -3.4254 2.2694  1.1916
C: 4.1287 -3.1220 3.4424  -1.4332
C: 4.5275 -4.4301 1.3223  -1.1394
C: 5.3696 -4.2370 0.0312  -0.1278
C: 5.8311 -2.7466 0.0811  1.7291
C: 5.3729 -2.2489 1.3901  -0.6748
H: 8.1669 -4.7294 4.5364  0.3746
H: 8.7756 -5.4996 3.0446  0.3548
H: 8.1619 -6.4673 4.2754  0.4324
H: 5.8961 -5.7899 4.0942  0.3198
H: 6.4221 -6.0236 2.3549  0.3023
H: 7.2627 -3.6377 2.2807  0.5339
H: 6.5135 -3.2938 3.8439  0.4080
H: 3.1731 -2.8110 3.0533  0.3421
H: 4.6001 -2.3584 4.0102  0.6016
H: 4.0769 -3.9980 4.0732  0.3479
H: 3.4908 -4.1635 1.1295  0.2426
H: 4.5661 -5.4259 1.7802  0.6022
H: 4.7104 -4.4814 -0.8093  -0.2114
H: 6.1832 -4.9482 0.0964  0.5522
H: 5.3586 -2.1673 -0.6946  -1.8435
H: 6.9080 -2.6694 -0.0582  0.9324
H: 4.4105 -1.7543 1.2622  -0.4805
H: 6.1278 -1.6353 1.8896  0.4937
C: 2.0607 -10.3865 0.7699  -1.3568
C: 1.1335 -9.1352 0.7115  -0.2893
C: 0.2608 -9.1691 -0.5580  -0.7695
N: -0.8087 -8.0709 -0.6835  0.4843
C: -0.1401 -6.7539 -0.5014  -1.6047
C: -1.9116 -8.2417 0.3074  -0.7536
C: -3.0447 -7.4621 -0.2885  -0.5999
C: -2.8306 -7.4328 -1.8567  -0.4313
C: -1.4773 -8.1914 -2.0289  -0.6831
H: 2.5083 -10.4130 1.8008  0.3594
H: 2.9101 -10.3168 0.0894  0.3661
H: 1.6471 -11.3779 0.6021  0.3782
H: 1.7675 -8.2415 0.8602  0.2136
H: 0.4577 -9.0757 1.5609  0.3869
H: -0.3217 -10.0879 -0.4445  0.4243
H: 0.8285 -9.0902 -1.4182  0.5332
H: -0.7569 -5.8636 -0.6314  0.6362
H: 0.6603 -6.7330 -1.2465  0.4637
H: 0.3055 -6.7895 0.5287  0.2554
H: -1.5451 -7.9107 1.2819  0.4546
H: -2.1706 -9.3039 0.3629  0.4413
H: -2.8616 -6.4327 -0.0192  0.1416
H: -4.0127 -7.8240 -0.0306  0.4617
H: -2.8066 -6.3712 -2.1609  -0.0340
H: -3.6655 -7.8039 -2.4241  0.5481
H: -0.8642 -7.7998 -2.8393  0.4918
H: -1.6911 -9.2435 -2.0364  0.4623
C: -4.5300 -3.9451 2.2335  -1.4272
C: -5.5773 -3.6291 3.2408  -0.2292
C: -6.1036 -4.9331 3.8118  -0.8532
N: -7.1675 -4.8002 4.9503  0.1608
C: -6.4858 -4.1243 6.0957  -0.8399
C: -7.7083 -6.1994 5.2936  -0.4040
C: -9.0343 -5.9908 5.9601  -0.7410
C: -9.4682 -4.5930 5.4482  -0.6502
C: -8.3839 -4.1866 4.4848  -0.6434
H: -4.4498 -3.2126 1.4352  0.3814
H: -4.6610 -4.8439 1.6440  0.3651
H: -3.6107 -4.0029 2.7978  0.3820
H: -6.4463 -3.1404 2.7887  0.3097
H: -5.2742 -2.9235 3.9561  0.4219
H: -5.2884 -5.4886 4.3273  0.3454
H: -6.4952 -5.5371 2.9953  0.3947
H: -5.5525 -4.6418 6.3232  0.3063
H: -7.1392 -4.2398 6.9607  0.4512
H: -6.3173 -3.0944 5.8225  0.3326
H: -7.0075 -6.7963 5.9214  0.3884
H: -7.8668 -6.6793 4.2747  0.3145
H: -8.9033 -6.0258 7.0094  0.3443
H: -9.7403 -6.7874 5.7247  0.3613
H: -9.4825 -3.8835 6.2654  0.3525
H: -10.4654 -4.5470 4.9669  0.3896
H: -8.2755 -3.0614 4.4169  0.3531
H: -8.5372 -4.5534 3.4688  0.4399
C: 1.9640 0.3478 10.6945  -1.4691
C: 1.8469 0.6783 9.2272  -0.1607
C: 0.4627 0.5497 8.5696  -0.7545
N: 0.5477 0.6370 7.0481  0.3618
C: 1.2638 1.9536 6.7156  -0.4141
C: -0.8672 0.7060 6.4718  -0.9240
C: -0.6839 0.4032 4.9931  -0.4823
C: 0.3226 -0.7363 4.9723  0.4102
C: 1.0241 -0.6892 6.3401  -0.7760
H: 2.9868 0.5949 11.0469  0.3800
H: 1.8956 -0.7149 10.8910  0.3771
H: 1.3151 0.9918 11.2976  0.3509
H: 2.5559 0.1525 8.5812  0.2560
H: 2.1690 1.7297 9.1711  0.3233
H: -0.2347 1.3193 8.9604  0.4542
H: -0.0552 -0.4018 8.8159  0.4254
H: 0.9417 2.2103 5.7170  -0.0287
H: 2.3494 1.7674 6.6449  -0.1269
H: 0.9055 2.6707 7.4841  0.4389
H: -1.3371 1.6414 6.7658  0.4218
H: -1.3135 -0.1012 7.0076  0.5470
H: -0.2810 1.2021 4.3919  -0.0743
H: -1.6536 0.0846 4.5862  0.5581
H: 1.0442 -0.6845 4.1674  -0.5029
H: -0.2238 -1.6735 4.9278  0.4224
H: 2.0793 -0.8132 6.3953  0.2910
H: 0.5700 -1.4623 7.0119  0.5256
C: 3.3201 4.5407 -1.9373  -2.0430
C: 3.8574 3.2704 -1.3548  2.1811
C: 5.3725 3.3056 -1.2908  -1.2581
N: 5.9860 1.9687 -0.9889  0.7096
C: 5.3386 1.3048 0.2093  -1.5867
C: 7.5019 2.1299 -0.7560  -0.5936
C: 8.1117 0.7958 -0.9524  -0.9364
C: 7.1733 0.1385 -2.0722  0.1389
C: 5.9437 1.0097 -2.1858  -0.2229
H: 2.2647 4.4217 -2.1747  0.3830
H: 3.8516 4.8074 -2.8520  0.4743
H: 3.4825 5.3987 -1.3102  0.4596
H: 3.6258 2.4348 -2.0340  -0.2420
H: 3.5004 3.0331 -0.3732  -0.7361
H: 5.7139 3.9525 -0.4795  0.3298
H: 5.6980 3.7530 -2.2475  0.5116
H: 5.2675 2.0135 0.9912  0.8634
H: 5.8865 0.5207 0.6590  0.4149
H: 4.3489 1.0116 -0.1429  -0.0879
H: 7.6752 2.4134 0.2848  0.4118
H: 7.7112 2.8677 -1.5297  0.5501
H: 8.1494 0.2603 -0.0012  0.2356
H: 9.1743 0.7135 -1.2794  0.4918
H: 6.8873 -0.8034 -1.6755  -0.5134
H: 7.7569 0.0057 -3.0013  0.6129
H: 4.9991 0.4681 -2.1945  -0.0522
H: 6.0442 1.6183 -3.1156  0.3096
C: -9.6253 2.1848 -0.3959  -1.4496
C: -8.9233 1.0900 -1.2195  -0.4364
C: -7.4193 1.2344 -0.9926  -0.7502
N: -6.5957 0.4395 -2.0425  0.2389
C: -7.2757 -0.8686 -2.3125  -1.0340
C: -5.1192 0.3845 -1.4657  -1.2837
C: -4.1870 0.0615 -2.5959  0.7188
C: -4.9999 0.4889 -3.8666  -0.4683
C: -6.2643 1.1568 -3.3820  -0.9008
H: -10.6982 1.9795 -0.4655  0.3956
H: -9.3990 3.0934 -0.9085  0.4045
H: -9.3558 2.2452 0.6479  0.3481
H: -9.0438 1.2550 -2.2796  0.3708
H: -9.3458 0.1233 -0.9597  0.4270
H: -7.0942 0.8738 -0.0083  0.4512
H: -7.1426 2.2409 -1.0925  0.3605
H: -6.7543 -1.4938 -3.0177  0.3664
H: -8.2230 -0.6191 -2.8260  0.4255
H: -7.4652 -1.4094 -1.4024  0.3887
H: -5.1598 -0.2911 -0.5926  0.4061
H: -4.8917 1.3363 -1.0400  0.4423
H: -4.0641 -1.0066 -2.6729  0.0048
H: -3.2664 0.5978 -2.4880  0.0668
H: -5.1677 -0.3370 -4.5763  0.3994
H: -4.4664 1.2357 -4.4633  0.2418
H: -7.1322 1.1501 -4.0465  0.5013
H: -6.1109 2.1706 -3.0230  0.3528
C: 2.3953 -1.6478 -1.7788  0.6583
O: 1.5710 -0.4751 -1.7124  0.0639
O: 3.6526 -1.3672 -1.6374  0.3112
C: 1.8137 -2.6576 -0.7561  -0.1134
F: 2.2318 -3.9167 -1.0731  -0.2704
F: 2.2168 -2.4331 0.5512  -0.0693
F: 0.4669 -2.7867 -0.7111  -0.2698
C: 1.4450 0.4314 -0.6387  1.5183
C: 0.1995 1.3207 -0.8495  -1.6803
H: 0.0635 1.8421 0.0492  0.9277
H: 0.3106 2.0386 -1.6761  -0.2159
H: -0.6039 0.6274 -1.0744  0.3083
H: 2.3253 1.1293 -0.4963  -1.4812
H: 1.4701 -0.1964 0.2952  0.0965
H: 1.9539 -2.2139 -2.6927  -1.2213
C: -0.4386 5.8612 0.5281  0.2653
O: -0.4262 5.6462 2.0343  0.0107
O: -1.6395 6.3058 0.1849  -0.7023
C: 0.7237 6.9192 0.1925  0.5929
F: 0.9291 6.9455 -1.0936  -0.1526
F: 0.3710 8.0673 0.7382  -0.2845
F: 1.9887 6.5334 0.7604  -0.2945
C: 0.5744 5.0452 2.7745  0.5674
C: 1.4482 6.0042 3.6728  -1.5013
H: 1.9377 5.4382 4.4369  0.3772
H: 2.2148 6.4945 3.0775  0.2979
H: 0.7771 6.7556 4.1236  0.3864
H: 1.2983 4.4654 2.1663  -0.1352
H: 0.0707 4.2761 3.4073  -0.4194
H: -0.0015 5.0045 0.0714  -0.0410
C: 3.9157 0.8331 3.7767  1.5366
O: 4.9756 1.1916 4.5655  -0.3525
O: 3.1321 -0.0205 4.4128  -0.3661
C: 3.2592 2.0406 3.0781  -0.0904
F: 2.3820 2.8012 3.8005  -0.0524
F: 4.0779 2.9557 2.5705  -0.2817
F: 2.5047 1.6164 1.9610  0.1355
C: 4.7187 1.6896 5.8606  0.5249
C: 6.0327 2.1337 6.4161  -1.6482
H: 5.8488 2.5705 7.4115  0.4033
H: 6.7559 1.3178 6.4721  0.3258
H: 6.5033 2.9241 5.8400  0.3493
H: 4.2450 0.9126 6.4200  0.0093
H: 4.0342 2.5276 5.6703  0.0544
H: 4.4166 0.4143 2.8746  -1.1879
C: -0.3435 -3.0810 -4.4417  0.4228
O: -0.1329 -4.2726 -5.3751  -0.4598
O: 0.3935 -2.0965 -4.7267  -0.4334
C: -1.9109 -2.6916 -4.4704  0.8192
F: -2.1890 -1.3330 -4.5128  -0.1937
F: -2.5150 -3.3134 -5.4683  -0.2788
F: -2.5298 -3.1331 -3.3167  -0.2798
C: -0.7140 -5.4421 -4.9681  -0.0855
C: -0.3512 -6.6105 -5.9597  -1.4249
H: 0.6810 -7.0015 -5.9441  0.2475
H: -1.1101 -7.4110 -5.7806  0.4205
H: -0.5005 -6.2503 -6.9842  0.4125
H: -1.8034 -5.3341 -4.9231  0.4917
H: -0.2680 -5.7069 -4.0030  -0.0023
H: -0.3511 -3.4842 -3.3853  -0.3811

Properties
Charge: +6
Lowest unoccupied orbital energy, hartree: -0.3468